[1]
95
Properties=species:S:1:pos:R:3 method="wB97M-V/def2-TZVPD" homo_ev="-10.61 / -12.69" orbital_gap_ev="5.090 / 4.232" total_charge=+2 spin_multiplicity=6 lumo_energy_ev="-5.5153 / -8.4539" total_energy_ev=-94305.04409 e_above_lowest_kcal_mol=0.0
Ru -0.278 0.550 0.629
O -3.673 -2.029 -0.361
C -2.688 -1.277 -0.431
N -2.064 -0.655 0.617
C -2.308 -1.270 1.924
C -1.028 -1.658 2.560
C -0.867 -2.743 3.436
C 0.301 -2.870 4.160
C 1.314 -1.927 4.002
C 1.115 -0.881 3.127
N -0.003 -0.769 2.350
C -2.169 -1.168 -1.826
C -3.033 -1.548 -2.894
C -2.526 -1.502 -4.161
C -1.164 -1.301 -4.344
C -0.397 -0.988 -3.228
N -0.876 -0.904 -1.967
H -2.939 -2.154 1.760
H -2.920 -0.561 2.547
H -1.708 -3.375 3.668
H 0.367 -3.639 4.919
H 2.230 -2.016 4.558
H 1.863 -0.081 3.039
H -4.070 -1.797 -2.664
H -3.213 -1.694 -5.001
H -0.764 -1.376 -5.381
H 0.657 -0.814 -3.347
S 6.193 -2.096 1.656
C 6.132 -3.605 2.519
C 4.895 -4.157 2.474
C 3.956 -3.335 1.800
C 4.523 -2.167 1.245
C 3.765 -1.158 0.515
C 2.380 -1.121 0.515
N 1.673 -0.082 0.119
C 2.298 0.919 -0.602
C 3.710 0.945 -0.731
C 4.274 1.994 -1.520
C 3.484 2.906 -2.167
C 2.054 2.876 -2.088
C 1.186 3.733 -2.746
C -0.206 3.515 -2.664
C -0.686 2.459 -1.817
N 0.155 1.712 -1.085
C 1.478 1.902 -1.225
C -1.112 4.455 -3.338
C -2.513 4.337 -3.343
C -3.169 5.429 -3.923
C -2.296 6.375 -4.331
S -0.646 5.968 -4.035
C 4.407 -0.122 -0.173
H 6.982 -3.995 3.063
H 4.640 -5.113 2.886
H 2.901 -3.579 1.588
H 1.834 -1.986 0.815
H 5.335 2.039 -1.705
H 3.938 3.660 -2.790
H 1.518 4.527 -3.405
H -1.730 2.149 -1.767
H -3.029 3.460 -2.967
H -4.256 5.506 -4.027
H -2.579 7.339 -4.751
H 5.483 -0.169 -0.218
N -2.635 -6.055 -2.427
C -1.514 -5.780 -2.271
C -0.133 -5.504 -2.072
C 0.726 -5.675 -3.184
C 2.062 -5.337 -3.095
C 2.545 -4.879 -1.871
N 1.780 -4.854 -0.789
C 0.503 -5.203 -0.852
H 0.345 -6.163 -4.076
H 2.681 -5.329 -3.951
H 3.609 -4.621 -1.725
H -0.019 -5.210 0.099
C -0.449 3.794 1.364
P -1.456 2.262 1.364
C -2.934 2.787 0.315
C -2.208 2.491 3.003
C -2.961 3.650 3.281
C -3.455 3.831 4.574
C -3.259 2.822 5.526
C -2.545 1.657 5.259
C -1.971 1.514 3.984
H -0.853 4.540 0.692
H 0.609 3.563 1.054
H -0.366 4.254 2.394
H -2.628 3.501 -0.456
H -3.734 3.253 0.979
H -3.292 1.933 -0.279
H -3.094 4.434 2.516
H -4.006 4.750 4.854
H -3.637 2.985 6.536
H -2.502 0.858 5.993
H -1.339 0.657 3.791

---

[2]
14
Properties=species:S:1:pos:R:3 method="wB97M-V/def2-TZVPD" homo_ev=-9.69 orbital_gap_ev=10.309 smiles=Cl[C@@H]1CCP[C@H]1Cl total_charge=0 lumo_energy_ev=0.6234 total_energy_ev=-38593.99944 e_above_lowest_kcal_mol=33.3
Cl -2.307 -0.396 0.266
C -0.593 -0.963 0.204
C 0.433 -0.191 1.120
C 0.547 1.149 0.515
P 0.283 1.204 -1.346
C -0.191 -0.555 -1.207
Cl 1.530 -1.382 -1.782
H -0.651 -2.039 0.307
H 1.297 -0.913 0.951
H 0.156 -0.307 2.244
H -0.296 1.821 1.032
H 1.503 1.710 0.868
H -0.875 1.726 -1.198
H -0.834 -0.865 -1.972

---

[3]
96
Properties=species:S:1:pos:R:3 method="wB97M-V/def2-TZVPD" homo_ev=-8.75 orbital_gap_ev=8.598 total_charge=0 lumo_energy_ev=-0.1493 total_energy_ev=-65123.72733 e_above_lowest_kcal_mol=487.1
C -15.119 9.039 -1.101
C -15.980 8.051 -1.854
O -15.713 7.837 -3.013
N -16.983 7.455 -1.202
C -17.905 6.546 -1.877
H -14.235 9.310 -1.679
H -14.885 8.575 -0.143
H -15.613 9.928 -0.711
H -17.024 7.594 -0.202
H -17.943 5.674 -1.224
H -17.430 6.304 -2.828
H -18.767 7.187 -2.061
O -19.655 2.090 -0.566
C -19.460 2.603 -1.679
O -19.091 1.932 -2.719
C -18.258 2.729 -3.522
C -18.702 4.154 -3.206
C -19.477 4.050 -1.886
H -18.423 2.581 -4.589
H -17.205 2.602 -3.269
H -19.278 4.566 -4.034
H -17.854 4.832 -3.114
H -20.446 4.519 -2.053
H -18.998 4.616 -1.087
O -17.175 4.661 -9.089
C -18.239 4.848 -8.437
O -18.270 5.285 -7.203
C -19.534 4.930 -6.549
C -20.337 4.174 -7.575
C -19.720 4.627 -8.872
H -20.089 5.780 -6.153
H -19.424 4.286 -5.676
H -21.423 4.250 -7.517
H -20.123 3.106 -7.555
H -20.103 5.598 -9.185
H -19.611 3.977 -9.740
O -15.333 3.585 -4.575
C -15.697 4.750 -4.749
O -16.999 5.160 -4.506
C -17.321 6.370 -5.146
C -16.018 7.079 -5.161
C -14.924 5.987 -5.209
H -18.009 6.969 -4.549
H -17.745 6.063 -6.102
H -15.922 7.589 -4.203
H -16.123 7.847 -5.927
H -14.068 6.140 -4.551
H -14.473 5.699 -6.158
O -11.988 4.028 -6.596
C -11.916 4.637 -5.579
O -12.885 4.728 -4.657
C -12.492 5.659 -3.640
C -11.114 6.163 -4.030
C -10.574 5.180 -5.077
H -12.434 5.110 -2.701
H -13.210 6.479 -3.657
H -10.307 6.268 -3.304
H -11.187 7.150 -4.487
H -10.006 4.505 -4.438
H -9.888 5.645 -5.786
O -15.885 0.742 -8.395
C -16.647 1.327 -7.684
O -16.157 2.422 -7.107
C -17.233 3.201 -6.445
C -18.393 2.198 -6.386
C -18.130 1.158 -7.416
H -17.522 4.067 -7.041
H -16.991 3.503 -5.426
H -19.403 2.598 -6.303
H -18.427 1.703 -5.416
H -18.622 1.459 -8.341
H -18.360 0.134 -7.121
O -12.115 7.524 -5.379
C -13.034 8.316 -5.254
O -14.297 8.007 -4.848
C -14.911 9.201 -4.205
C -13.960 10.372 -4.371
C -12.809 9.832 -5.216
H -15.335 9.066 -3.210
H -15.856 9.480 -4.671
H -13.514 10.555 -3.393
H -14.542 11.200 -4.776
H -11.809 10.154 -4.925
H -12.868 10.030 -6.286
O -16.281 10.824 -6.532
C -15.904 9.861 -7.212
O -16.452 8.641 -7.084
C -15.512 7.661 -7.455
C -14.830 8.432 -8.523
C -14.756 9.871 -8.056
H -15.953 6.701 -7.722
H -14.849 7.509 -6.603
H -15.413 8.489 -9.443
H -13.867 7.987 -8.773
H -14.893 10.659 -8.796
H -13.834 10.100 -7.522

---

[4]
11
Properties=species:S:1:pos:R:3 method="wB97M-V/def2-TZVPD" homo_ev="-6.96 / -9.69" orbital_gap_ev="7.656 / 5.472" total_charge=0 spin_multiplicity=4 lumo_energy_ev="0.6975 / -4.2148" total_energy_ev=-12650.39546 e_above_lowest_kcal_mol=0.0
Au 0.537 2.436 0.557
O 0.936 4.166 -0.042
C 1.903 3.437 3.269
O 1.168 3.461 2.064
C 1.426 4.562 1.146
H 1.813 2.427 3.696
H 2.983 3.558 3.081
H 1.581 4.279 3.904
H 0.925 5.454 1.582
H 2.525 4.735 1.147
F 1.425 0.548 2.300